Here is a molecular structure, C16H28AuGeN2S from OMol25. Energies are from wB97M-V/def2-TZVPD.

XYZ file:
```
49
C16H28AuGeN2S | OMol25 | wB97M-V/def2-TZVPD
Au 1.33908 -2.53755 1.29507
S -0.18497 -3.34202 2.73643
C -0.28965 -4.96971 2.55179
C -1.14367 -5.67124 3.50118
C -1.20760 -7.04547 3.44895
C -0.45299 -7.66941 2.47097
C 0.35948 -6.89773 1.53882
N 0.43837 -5.61050 1.57178
H -1.69677 -5.09917 4.23814
H -1.81758 -7.61145 4.14105
H -0.45763 -8.75064 2.37391
H 0.92472 -7.42053 0.77463
C 5.36602 0.08412 -1.32494
C 5.07045 -1.41481 -1.16468
C 3.84359 -1.66704 -0.42673
N 2.87701 -1.86699 0.15762
H 6.36044 0.19056 -1.75115
H 5.35212 0.59621 -0.36489
H 4.65334 0.55359 -1.99964
H 5.86838 -1.92750 -0.62064
H 4.96305 -1.91437 -2.13085
C -3.42332 3.47031 -3.47928
C -2.71006 2.32787 -2.76746
C -3.17756 2.16031 -1.32614
C -2.38058 1.09671 -0.55173
Ge -0.51341 1.46774 -0.20263
C 0.09544 2.16147 1.49222
C -0.34576 3.63257 1.63032
C 0.24516 4.49868 0.52691
C -0.22205 4.04234 -0.84344
H -2.99309 3.65192 -4.46245
H -3.35706 4.39815 -2.90739
H -4.48039 3.24333 -3.61723
H -1.62371 2.49336 -2.79872
H -2.88202 1.39120 -3.30494
H -4.22318 1.84612 -1.31592
H -3.15774 3.11586 -0.79600
H -2.38681 0.16077 -1.11756
H -2.83063 0.91267 0.42758
H 0.52991 0.83257 -1.13105
H 1.18118 2.06803 1.54581
H -0.34169 1.56506 2.29703
H -0.05182 3.99341 2.61545
H -1.43781 3.69633 1.59020
H 1.33551 4.50688 0.57865
H -0.08262 5.53002 0.66447
H 0.21989 3.05169 -1.16227
H 0.15794 4.65164 -1.66607
H -1.30892 4.02464 -0.93517
```

Results
Gap between HOMO and LUMO: 4.34 eV
Lowest unoccupied orbital energy: -13.726 eV
Spin multiplicity: 1
Charge: +3
E_HOMO: -18.07 eV

Löwdin population analysis, charges in e, atoms 1 to 2: 0.62 0.93